16
Properties=species:S:1:pos:R:3:nbo_charge:R:1 method="wB97M-V/def2-TZVPD" total_energy_ha=-383.10643 smiles="C=CO.O.O.O" charge=0 e_homo_ha=-0.3401 spin_multiplicity=1 lumo_ev=0.584
O 1.214 0.336 1.657 -0.709
O -1.039 1.905 -0.389 -0.960
O -1.485 -0.858 1.701 -0.965
O -1.479 -0.602 -2.134 -0.951
C 1.425 -0.559 0.629 0.134
C 1.984 -0.137 -0.511 -0.547
H -0.194 1.465 -0.201 0.477
H 1.838 -0.673 -1.438 0.211
H -1.243 0.163 -1.601 0.482
H -0.818 -0.645 -2.829 0.468
H 2.800 0.574 -0.421 0.219
H -1.177 -0.680 0.805 0.480
H -1.005 2.605 0.273 0.482
H 1.102 -1.580 0.806 0.187
H -2.308 -1.342 1.599 0.489
H 0.385 0.028 2.052 0.505


42
Properties=species:S:1:pos:R:3:lowdin_charge:R:1 method="wB97M-V/def2-TZVPD" total_energy_ha=-1664.44355 charge=+2 e_homo_ha="-0.5527 / -0.5529" spin_multiplicity=1 lumo_ev="-8.595 / -8.582"
Ce -1.917 -0.645 -1.518 1.333
P 0.027 -1.146 0.348 1.075
O -2.023 2.173 -1.923 0.153
C 1.760 -0.791 -1.884 -0.043
C 1.968 1.175 -3.287 0.006
C 3.582 -2.400 2.161 -0.039
C 3.248 -2.303 3.518 -0.030
C -5.448 -0.587 -3.024 -0.012
C 1.331 -1.692 1.530 -0.348
C 2.435 -0.086 -2.880 0.023
C 0.536 1.283 1.480 -0.066
C 0.837 1.738 -2.737 0.060
C 0.135 1.066 -1.700 -0.254
C 0.210 2.568 1.900 -0.008
C -0.484 0.365 1.222 -0.434
C 2.617 -2.133 1.181 -0.075
C 0.992 -1.695 2.895 -0.089
C 1.938 -1.966 3.879 -0.039
C 0.653 -0.220 -1.222 -0.359
C -1.831 0.676 1.421 -0.124
C -1.142 2.900 2.077 -0.019
C -1.202 1.452 -1.383 -0.416
C -2.157 1.974 1.843 -0.030
H -5.920 -0.660 -2.045 0.034
H -2.603 -0.074 1.178 0.100
H -1.173 -1.125 -3.098 -0.092
H 2.107 -1.759 -1.520 0.105
H -1.395 3.906 2.405 0.128
H -5.480 0.448 -3.388 0.047
H -4.398 -0.961 -2.996 -0.029
H 4.596 -2.668 1.872 0.122
H 1.663 -1.891 4.935 0.127
H -0.027 -1.440 3.187 0.115
H 1.000 3.302 2.061 0.131
H -6.010 -1.219 -3.721 0.050
H 1.566 0.999 1.261 0.132
H 3.996 -2.487 4.285 0.123
H 2.885 -2.255 0.139 0.083
H -3.206 2.248 1.965 0.130
H 2.512 1.721 -4.050 0.135
H 3.360 -0.497 -3.298 0.141
H 0.460 2.703 -3.069 0.152


18
Properties=species:S:1:pos:R:3:nbo_charge:R:1 method="wB97M-V/def2-TZVPD" total_energy_ha=-289.75971 charge=0 e_homo_ha=-0.2488 spin_multiplicity=1 lumo_ev=0.005
N -1.712 -0.036 0.368 -0.651
C 2.838 -0.917 0.561 -0.517
C -0.478 0.561 0.217 0.243
C 1.924 0.130 0.656 -0.135
C 0.555 0.294 1.080 -0.268
C -0.344 1.670 -0.821 -0.702
C -2.065 -1.085 -0.580 -0.407
H 0.235 -0.144 2.007 0.191
H 3.409 -1.336 1.395 0.186
H -1.676 -0.741 -1.533 0.199
H 2.728 -1.627 -0.286 0.219
H -1.701 -2.110 -0.398 0.177
H 2.139 0.926 -0.089 0.171
H -2.104 -0.305 1.258 0.382
H 0.188 1.234 -1.665 0.238
H -1.243 2.288 -0.801 0.249
H -3.125 -1.245 -0.757 0.199
H 0.432 2.442 -0.613 0.226


27
Properties=species:S:1:pos:R:3:nbo_charge:R:1 method="wB97M-V/def2-TZVPD" total_energy_ha=-687.89652 smiles=O.O.O.O.O.O.O.O.O charge=0 e_homo_ha=-0.4124 spin_multiplicity=1 lumo_ev=-0.297
O 4.269 1.196 2.897 -0.934
O 0.992 -0.622 -0.432 -0.930
O -2.608 1.658 1.316 -0.924
O -3.629 1.474 -1.771 -0.924
O 0.479 -0.673 2.519 -0.921
O -2.632 -1.809 2.746 -0.923
O 3.683 -2.025 -2.607 -0.934
O -1.511 -3.941 -1.540 -0.935
O 0.629 4.409 -1.958 -0.933
H -4.265 2.063 -1.348 0.473
H -0.298 -1.242 2.545 0.448
H -0.018 3.977 -2.527 0.467
H 4.027 0.734 2.086 0.469
H 5.178 1.479 2.744 0.465
H -1.881 -1.608 3.316 0.458
H 1.722 -0.076 -0.746 0.456
H -2.402 -1.400 1.904 0.468
H -1.379 -4.599 -2.232 0.469
H 4.457 -2.015 -3.182 0.473
H -3.332 1.075 1.062 0.474
H 1.056 -1.426 -0.961 0.474
H -2.818 1.606 -1.268 0.451
H -2.277 2.000 0.477 0.450
H 3.381 -1.110 -2.603 0.461
H 0.147 0.189 2.792 0.469
H -1.688 -3.125 -2.023 0.466
H 0.716 3.813 -1.206 0.466